Record 1
The following is a DFT calculation (the ωB97M-V functional and the def2-TZVPD basis) of a cluster of 2 separate species, C26H24F5N4OS in total.

```
61
Properties=species:S:1:pos:R:3:forces:R:3
C -1.714221 -4.270592 -0.098023 -0.3 0.0 0.2
C -1.567780 -2.908301 -0.746902 0.4 0.3 -0.4
N -0.202117 -2.343672 -0.746433 0.3 -1.2 0.4
C 0.755760 -3.212060 -0.651164 -1.0 0.7 -0.3
N 0.614168 -4.576023 -0.608043 0.5 0.0 0.5
C -0.678390 -5.200370 -0.672001 -0.7 0.0 -0.4
C 1.676614 -5.517856 -0.839057 0.4 -0.3 0.0
C 2.973884 -5.147494 -0.165618 0.0 0.0 0.0
C 3.454056 -3.842270 -0.748632 0.9 0.3 0.2
S 2.346133 -2.445389 -0.494811 -0.4 -0.4 0.0
H -1.634886 -4.199626 0.995996 0.1 -0.1 -0.2
H -2.691056 -4.688413 -0.341269 -0.2 0.1 0.2
H -1.856432 -3.045395 -1.796402 -0.2 0.4 0.0
H -2.204667 -2.158732 -0.270573 -0.2 -0.2 -0.2
H -0.667324 -6.148985 -0.128055 0.2 0.2 0.1
H -0.921458 -5.480164 -1.716712 0.0 0.2 0.2
H 1.327415 -6.492365 -0.496021 0.0 0.0 0.1
H 1.843608 -5.624667 -1.918572 0.1 0.0 -0.1
H 2.893655 -5.066333 0.926308 -0.3 -0.1 -0.2
H 3.694392 -5.941801 -0.381158 0.1 0.1 0.0
H 4.334507 -3.506664 -0.197042 0.3 -0.1 -0.4
H 3.688319 -3.962119 -1.812254 0.0 0.1 0.2
C 3.950330 1.586513 2.470287 0.8 -0.7 0.0
N 2.730517 2.357384 2.588337 -1.3 0.4 -0.1
C 2.541807 3.278013 3.603462 0.2 -0.3 -0.4
C 1.330743 3.833431 3.429110 -0.4 0.3 -0.3
N 0.771550 3.245434 2.295694 0.0 0.0 0.3
C -0.483774 3.636317 1.725576 0.3 0.2 0.2
C -1.627332 3.530075 2.503625 -0.1 -0.5 0.6
F -1.530520 2.991614 3.745951 -0.2 0.5 -1.1
C -2.862137 3.899471 1.986457 -0.6 -0.1 0.4
F -3.976654 3.745835 2.729301 0.9 0.2 -0.7
C -2.932103 4.371302 0.674162 -0.8 0.0 -0.4
F -4.136274 4.620346 0.124314 1.1 -0.1 0.6
C -1.780840 4.527139 -0.101597 0.1 0.1 -0.8
F -1.858502 4.986710 -1.369133 0.0 -0.4 1.3
C -0.552390 4.170119 0.441300 0.7 0.4 -0.4
F 0.596678 4.379119 -0.251943 -1.2 -0.4 0.6
C 1.619147 2.316204 1.812190 1.3 0.6 0.7
C 1.480173 1.504493 0.574382 1.1 -2.4 -2.6
C 0.140574 1.066809 0.139860 0.8 0.8 0.7
C -0.027601 0.639921 -1.142676 0.2 0.6 0.0
C -1.248671 0.929495 -1.888073 -1.0 0.6 -0.2
C -1.189770 1.239978 -3.272538 0.1 -0.5 0.5
C -2.337197 1.623248 -3.966063 -0.2 0.0 0.1
C -3.558973 1.763958 -3.296242 0.5 -0.1 0.1
C -3.608479 1.556650 -1.914502 0.1 -0.2 0.2
C -2.467743 1.168127 -1.209578 0.0 -0.2 -0.5
O 2.516773 1.237689 -0.081902 -1.8 1.0 1.8
H 3.888323 0.946868 1.591330 0.1 0.1 0.2
H 4.810120 2.263484 2.375653 -0.4 -0.1 -0.1
H 4.100435 0.985148 3.378517 -0.2 0.2 -0.3
H 3.310616 3.449494 4.340231 -0.1 0.0 0.0
H 0.834403 4.629966 3.969877 0.0 -0.3 -0.2
H -0.675722 1.350995 0.815539 0.2 -0.2 -0.7
H 0.831469 0.275885 -1.727059 -0.3 0.4 0.4
H -0.224566 1.179939 -3.786930 -0.4 -0.1 0.1
H -2.296215 1.789199 -5.045784 0.1 0.0 0.4
H -4.460236 2.036791 -3.842062 0.2 0.0 0.1
H -4.557187 1.659311 -1.384099 0.3 0.1 -0.1
H -2.524965 1.006810 -0.128561 -0.1 0.0 -0.4
```
Forces are in eV/Å.

Properties
Max |F| (eV/A): 3.692
LUMO level (eV): -4.0
Total charge: +1
Gap between HOMO and LUMO (eV): 6.18

=====

Record 2
The following is a DFT calculation (the ωB97M-V functional and the def2-TZVPD basis) of a structure of composition C26H24N11O4Pb.

```
66
Properties=species:S:1:pos:R:3:forces:R:3
Pb 0.484232 0.674280 -0.087064 0.1 -0.1 0.0
C -1.414276 -1.209671 3.736131 0.0 0.0 0.0
C -0.333980 -1.133042 4.603902 0.0 0.0 0.0
C 0.819089 -0.479930 4.200872 0.0 0.0 0.0
C 0.878556 0.088030 2.933760 0.0 0.0 0.1
N -0.167059 -0.014377 2.098402 0.2 0.0 0.0
C -1.282819 -0.640690 2.487108 -0.1 0.0 0.0
C 2.083981 0.821565 2.440799 -0.2 0.0 0.0
C 3.127020 1.181016 3.296580 0.0 0.0 -0.1
C 4.237743 1.857424 2.815382 0.0 0.0 0.0
C 4.343598 2.186473 1.469872 0.0 0.0 0.2
C 3.318134 1.844962 0.599014 0.0 0.0 -0.3
C 2.219938 1.185337 1.106411 0.0 0.0 0.1
H -2.334608 -1.698225 4.021663 0.0 0.0 0.0
H -0.388846 -1.580890 5.587320 0.0 0.0 0.0
H 1.664889 -0.426651 4.867754 0.0 0.0 0.0
H -2.095232 -0.666528 1.770135 0.0 0.0 0.0
H 3.080000 0.944860 4.349276 0.0 0.0 0.0
H 5.030965 2.128473 3.498926 0.0 0.0 0.0
H 5.219321 2.703517 1.102212 0.0 0.0 0.0
H 3.408159 2.069990 -0.456528 0.0 0.0 0.0
C 3.720796 -1.247856 -3.596523 0.0 0.0 0.0
O 3.014731 0.008386 -3.818890 0.1 0.0 0.0
C 2.287511 0.480180 -2.853757 0.0 0.1 -0.1
O 2.110833 -0.070048 -1.757815 -0.3 0.1 -0.1
N 1.728781 1.672968 -3.187901 0.0 -0.1 0.1
N 1.007482 2.393265 -2.227533 0.0 0.0 0.1
H 4.336356 -1.376705 -4.478650 0.0 0.0 0.0
H 3.000112 -2.056263 -3.508936 0.0 0.0 0.0
H 4.333536 -1.166195 -2.703300 0.0 0.0 0.0
H 2.017516 2.126238 -4.044888 0.0 0.0 0.0
H 0.187110 2.782720 -2.681861 -0.1 0.0 0.0
H 1.563181 3.179040 -1.893667 0.0 0.0 0.0
O -3.787706 -5.067712 -3.135292 -0.2 0.1 0.2
N -3.133165 -4.875375 -2.143581 0.6 -0.2 -0.3
O -2.797748 -5.699329 -1.318341 -0.3 0.1 0.1
C -2.615197 -3.494136 -1.943817 -0.2 0.0 0.1
C -3.378146 -2.493338 -2.417604 0.0 -0.1 0.0
C -2.999342 -1.129390 -2.206104 0.1 0.0 0.0
C -3.767525 -0.049548 -2.673246 0.0 0.1 0.0
C -3.353817 1.238443 -2.419527 0.0 0.0 0.0
C -2.182478 1.440320 -1.700530 0.1 0.0 0.1
N -1.433232 0.429534 -1.266564 0.1 -0.1 0.1
C -1.821952 -0.849289 -1.505143 0.0 0.0 0.0
C -0.996307 -1.935149 -1.034559 0.0 0.0 -0.1
N 0.150212 -1.605079 -0.407850 -0.1 0.0 0.0
C 0.973519 -2.547375 0.015354 0.0 0.0 0.0
C 0.689296 -3.898894 -0.173482 0.0 0.0 0.0
C -0.476322 -4.265700 -0.800305 0.0 0.0 0.0
C -1.373932 -3.268679 -1.247929 0.0 0.0 0.0
H -4.289607 -2.727176 -2.953024 0.0 0.0 0.0
H -4.679980 -0.236882 -3.226177 0.0 0.0 0.0
H -3.921716 2.092038 -2.761179 0.0 0.0 0.0
H -1.849857 2.437362 -1.449848 0.0 0.0 0.0
H 1.886346 -2.225854 0.503563 0.0 0.0 0.0
H 1.388315 -4.646631 0.173363 0.0 0.0 0.0
H -0.708042 -5.308350 -0.951141 0.0 0.0 0.0
N -3.338726 3.563299 2.847568 0.0 0.0 -0.1
N -2.209611 3.454161 2.073583 -0.1 0.0 0.1
N -1.207720 4.292663 2.198858 0.0 0.0 0.0
C -0.306526 3.755980 1.395435 0.1 -0.1 0.1
N -0.770664 2.637533 0.822826 0.0 0.1 -0.2
N -2.005405 2.454894 1.278459 -0.1 0.0 0.0
H -3.415957 4.524932 3.168803 0.0 -0.1 0.0
H -4.152801 3.274001 2.314602 0.0 0.0 0.0
H 0.679042 4.167073 1.254624 0.0 0.0 0.0
```
Forces are in eV/Å.

Properties
Max |F| (eV/A): 0.722
LUMO level (eV): -9.6
Total charge: +3
Gap between HOMO and LUMO (eV): 7.56